# 1
Computed, not measured: an isolated molecule of C3H5N5 in a non-equilibrium geometry, with ωB97M-V with the def2-TZVPD basis set.

Frontier orbital gap: 8.7535 eV
SMILES: NN1C=NC=NN=C1
E_HOMO: -8.8 eV

Structure (ORCA input):
```
! RIJCOSX wB97M-V def2-TZVPD def2/J DEFGRID3
* xyz 0 1
N 1.960 0.143 0.386
N 0.619 0.023 0.027
C -0.035 1.299 -0.263
N -1.375 1.444 -0.343
C -1.997 0.391 0.300
N -1.858 -0.848 0.459
N -1.066 -1.588 -0.537
C 0.163 -1.305 -0.277
H 2.610 0.267 -0.576
H 2.159 -0.682 1.015
H 0.688 2.115 -0.668
H -2.925 0.785 0.817
H 1.058 -2.044 -0.341
*
```

=====

# 2
Computed, not measured: a cluster of 2 separate species, C4HCl2FN2OS in total in a non-equilibrium geometry, with ωB97M-V with the def2-TZVPD basis set.

Frontier orbital gap (alpha / beta): 4.9563 / 4.9480 eV
E_HOMO (alpha / beta): -8.1 / -8.1 eV

Structure (ORCA input):
```
! RIJCOSX wB97M-V def2-TZVPD def2/J DEFGRID3
* xyz 0 1
C -1.332 -1.231 -1.354
C -0.064 -0.474 -1.010
C -1.179 -0.784 0.806
C 1.676 1.673 0.720
N -2.049 -1.320 -0.192
N -0.029 -0.343 0.346
O 0.789 0.008 -1.768
F 1.234 2.052 1.896
S -1.508 -1.051 2.430
Cl 2.845 0.497 0.677
Cl 1.423 2.806 -0.421
H -1.805 -1.831 -2.129
*
```

=====

Relative energy (zero: lowest compared OMol25 entry of this formula, charge and spin) in eV, matching the order above: 5.495 0.597
E in hartree, matching the order above: -390.91648 -1756.05132